{"formula": "C16H12F5NO", "method": "the ωB97M-V functional and the def2-TZVPD basis", "symbols": ["C", "N", "C", "C", "F", "F", "F", "O", "H", "H", "H", "F", "C", "C", "C", "C", "C", "C", "C", "C", "C", "F", "C", "C", "C", "C", "H", "H", "H", "H", "H", "H", "H", "H", "H"], "coordinates": [[-1.584, 1.745, 2.082], [-1.933, 1.057, 0.956], [-1.285, 1.316, -0.174], [-1.712, 0.544, -1.409], [-1.495, -0.763, -1.197], [-3.021, 0.752, -1.610], [-1.011, 0.964, -2.475], [-0.389, 2.132, -0.236], [-2.182, 1.384, 2.920], [-0.521, 1.584, 2.275], [-1.768, 2.808, 1.911], [2.923, 4.368, -4.105], [2.129, 4.645, -3.048], [2.662, 4.802, -1.778], [1.859, 5.077, -0.701], [0.462, 5.214, -0.849], [-0.313, 5.492, 0.307], [-1.701, 5.726, 0.477], [-2.168, 6.088, 1.758], [-3.496, 6.358, 1.977], [-4.422, 6.286, 0.948], [-5.731, 6.537, 1.172], [-3.988, 5.927, -0.316], [-2.671, 5.643, -0.545], [-0.046, 5.074, -2.159], [0.764, 4.787, -3.221], [3.725, 4.708, -1.662], [2.297, 5.212, 0.274], [0.261, 5.562, 1.216], [-1.464, 6.173, 2.567], [-3.847, 6.639, 2.952], [-4.706, 5.868, -1.116], [-2.422, 5.321, -1.531], [-1.079, 5.219, -2.379], [0.349, 4.670, -4.207]], "homo_lumo_gap_ev": 3.29, "spin_multiplicity": 1, "energy_ha": -1246.10074, "largest_force_ev_per_a": 4.969}

{"formula": "HN2O3S", "method": "the ωB97M-V functional and the def2-TZVPD basis", "symbols": ["N", "N", "O", "O", "O", "S", "H"], "coordinates": [[0.407, -0.844, -0.051], [-0.759, -1.214, 0.158], [-1.147, -2.385, 0.225], [-2.705, 0.292, -0.959], [-1.081, 1.311, 0.580], [-2.095, 0.247, 0.378], [0.402, 0.190, -0.010]], "homo_lumo_gap_ev": 8.33, "de_lowest_kcal_mol": 61.9, "charge": -1, "spin_multiplicity": 1, "energy_ha": -734.01743, "largest_force_ev_per_a": 0.755}

{"formula": "C5H14N3O", "method": "the ωB97M-V functional and the def2-TZVPD basis", "symbols": ["C", "C", "C", "C", "C", "N", "N", "N", "O", "H", "H", "H", "H", "H", "H", "H", "H", "H", "H", "H", "H", "H", "H"], "coordinates": [[2.876, -0.539, 0.151], [1.614, 1.554, 0.333], [-2.159, -0.221, -1.460], [-2.491, 0.026, 0.993], [-0.352, -0.935, 0.165], [0.312, -1.403, -0.901], [2.074, 0.286, 0.759], [-1.532, -0.367, -0.100], [1.543, -1.928, -0.509], [1.887, -2.588, -1.089], [3.293, -0.304, -0.822], [3.338, -1.335, 0.783], [1.763, 1.920, -0.709], [0.491, 1.549, 0.333], [1.800, 2.235, 1.272], [-2.029, 0.824, -1.718], [-1.693, -1.019, -2.142], [-3.148, -0.658, -1.339], [-3.324, -0.753, 1.181], [-2.000, 0.046, 2.001], [-3.034, 0.957, 0.619], [-0.066, -0.928, 1.207], [1.913, 0.088, 1.731]], "homo_lumo_gap_ev": 8.67, "de_lowest_kcal_mol": 116.2, "charge": 1, "spin_multiplicity": 1, "energy_ha": -438.02863, "largest_force_ev_per_a": 4.177}

{"formula": "ClH2NOS", "method": "the ωB97M-V functional and the def2-TZVPD basis", "symbols": ["N", "O", "S", "Cl", "H", "H"], "coordinates": [[-0.006, -1.520, -0.179], [-0.534, 2.741, -0.946], [-0.401, 3.107, 0.478], [0.104, -0.339, 1.034], [-0.049, -2.464, 0.280], [0.885, -1.525, -0.667]], "homo_lumo_gap_ev": [7.76, 7.73], "de_lowest_kcal_mol": 53.2, "spin_multiplicity": 1, "smiles": "NCl.O=S", "energy_ha": -989.46271, "largest_force_ev_per_a": 2.003}

{"formula": "C7H15NS2", "method": "the ωB97M-V functional and the def2-TZVPD basis", "symbols": ["C", "C", "C", "C", "C", "C", "C", "H", "H", "H", "H", "H", "H", "H", "H", "H", "H", "H", "H", "H", "H", "H", "N", "S", "S"], "coordinates": [[3.271, -0.008, -0.583], [2.018, -0.998, 1.133], [0.910, -0.460, -0.908], [-0.556, -0.020, -0.532], [-0.938, 1.105, 0.330], [-2.506, 1.364, -0.067], [-3.484, 0.275, 0.397], [3.559, 0.838, -1.354], [3.735, -0.931, -0.859], [3.903, -0.009, 0.465], [1.164, -1.124, 1.724], [2.881, -0.478, 1.821], [2.549, -2.032, 1.008], [1.109, -0.145, -2.092], [1.048, -1.556, -1.096], [-1.221, 0.005, -1.372], [-0.912, 1.017, 1.530], [-0.346, 2.034, -0.037], [-2.520, 1.354, -1.243], [-2.938, 2.377, 0.518], [-3.638, 0.006, 1.414], [-4.606, 0.511, 0.272], [2.033, -0.234, -0.138], [-3.277, -1.306, -0.438], [-1.241, -1.582, 0.106]], "homo_lumo_gap_ev": 8.69, "de_lowest_kcal_mol": 101.7, "spin_multiplicity": 1, "smiles": "CN(C)C[C@@H]1CCCSS1", "energy_ha": -1126.67886, "largest_force_ev_per_a": 6.616}

{"formula": "C53H60N6O3P3Ti", "method": "the ωB97M-V functional and the def2-TZVPD basis", "symbols": ["Ti", "C", "P", "C", "C", "C", "C", "C", "C", "C", "P", "C", "C", "H", "H", "H", "H", "H", "H", "H", "H", "H", "H", "H", "H", "H", "H", "H", "H", "C", "O", "C", "O", "N", "N", "H", "H", "H", "H", "H", "H", "C", "C", "C", "C", "C", "C", "C", "N", "C", "N", "C", "C", "C", "C", "C", "C", "C", "N", "C", "C", "C", "C", "C", "C", "C", "H", "H", "H", "H", "H", "H", "H", "H", "H", "H", "H", "H", "H", "H", "H", "H", "H", "H", "H", "H", "H", "H", "O", "N", "C", "C", "C", "C", "C", "C", "C", "P", "C", "C", "C", "C", "C", "C", "C", "C", "C", "C", "C", "C", "H", "H", "H", "H", "H", "H", "H", "H", "H", "H", "H", "H", "H", "H", "H", "H"], "coordinates": [[0.689, -0.674, 0.921], [-0.003, -4.159, 2.775], [0.329, -3.418, 1.130], [1.754, -4.468, 0.650], [-1.021, -4.141, 0.150], [-0.935, -5.375, -0.496], [-2.039, -5.903, -1.148], [-3.237, -5.200, -1.159], [-3.321, -3.964, -0.531], [-2.214, -3.421, 0.118], [-2.260, -1.816, 0.993], [-3.351, -2.377, 2.450], [-3.589, -0.889, 0.157], [0.144, -5.238, 2.721], [-1.028, -3.958, 3.073], [0.672, -3.740, 3.525], [1.547, -5.512, 0.878], [2.623, -4.162, 1.230], [1.997, -4.373, -0.407], [-0.009, -5.937, -0.493], [-1.969, -6.868, -1.634], [-4.107, -5.615, -1.652], [-4.263, -3.427, -0.542], [-4.209, -2.942, 2.071], [-3.700, -1.480, 2.969], [-2.802, -2.993, 3.163], [-3.573, -1.104, -0.912], [-3.430, 0.182, 0.303], [-4.562, -1.152, 0.571], [2.944, 3.317, 1.038], [2.162, 2.671, 0.017], [1.764, 1.446, 0.284], [2.072, 0.863, 1.381], [1.029, 0.753, -0.549], [-0.938, -1.017, -0.322], [3.257, 4.263, 0.610], [3.813, 2.716, 1.294], [2.341, 3.483, 1.928], [0.716, 1.224, -1.385], [-0.886, -1.420, -1.259], [-1.258, -0.048, -0.447], [-3.148, 6.170, -1.060], [-3.961, 5.286, -0.149], [-5.312, 5.519, 0.082], [-6.060, 4.691, 0.908], [-5.450, 3.612, 1.533], [-4.098, 3.373, 1.329], [-3.364, 4.196, 0.483], [-1.972, 3.967, 0.244], [-1.468, 2.660, 0.400], [-0.567, 2.483, 1.464], [-0.776, 1.585, 2.573], [-0.668, 0.205, 2.391], [-0.926, -0.552, 3.548], [-1.193, 0.000, 4.787], [-1.249, 1.384, 4.919], [-1.058, 2.194, 3.812], [-1.181, 3.693, 3.958], [-1.819, 1.725, -0.381], [-2.514, 2.040, -1.583], [-3.724, 1.400, -1.839], [-4.406, 1.591, -3.031], [-3.866, 2.420, -4.003], [-2.649, 3.039, -3.758], [-1.951, 2.869, -2.564], [-0.616, 3.552, -2.405], [-3.778, 6.926, -1.528], [-2.674, 5.576, -1.846], [-2.353, 6.692, -0.518], [-5.787, 6.365, -0.404], [-7.112, 4.892, 1.067], [-6.016, 2.969, 2.195], [-3.607, 2.553, 1.846], [-1.371, 4.718, 0.555], [-0.327, 3.397, 1.806], [-0.880, -1.629, 3.483], [-1.360, -0.641, 5.645], [-1.463, 1.838, 5.881], [-1.472, 3.948, 4.975], [-1.942, 4.104, 3.289], [-0.236, 4.214, 3.762], [-4.145, 0.754, -1.077], [-5.354, 1.093, -3.195], [-4.378, 2.575, -4.944], [-2.215, 3.679, -4.520], [-0.160, 3.714, -3.383], [0.079, 2.969, -1.802], [-0.725, 4.528, -1.925], [1.735, -1.150, 3.082], [2.500, -1.782, 2.111], [3.751, -1.748, 2.257], [4.642, -2.376, 1.253], [5.843, -2.876, 1.740], [6.725, -3.538, 0.899], [6.392, -3.697, -0.434], [5.208, -3.164, -0.932], [4.319, -2.478, -0.115], [2.905, -1.475, -0.802], [2.489, -2.252, -2.406], [3.312, -2.238, -3.536], [2.926, -2.890, -4.696], [1.707, -3.556, -4.756], [0.869, -3.562, -3.652], [1.261, -2.911, -2.489], [3.892, -0.010, -1.350], [3.504, 0.714, -2.480], [4.177, 1.865, -2.855], [5.254, 2.322, -2.103], [5.645, 1.619, -0.975], [4.966, 0.465, -0.599], [2.291, -0.521, 3.577], [4.189, -1.298, 3.150], [6.081, -2.760, 2.792], [7.657, -3.930, 1.286], [7.065, -4.220, -1.102], [4.981, -3.291, -1.982], [4.253, -1.700, -3.516], [3.580, -2.878, -5.560], [1.409, -4.061, -5.666], [-0.090, -4.067, -3.690], [0.602, -2.921, -1.631], [2.663, 0.376, -3.073], [3.862, 2.407, -3.738], [5.784, 3.219, -2.398], [6.486, 1.964, -0.385], [5.291, -0.064, 0.288]], "homo_lumo_gap_ev": [5.38, 5.38], "charge": 1, "spin_multiplicity": 1, "energy_ha": -4483.18657, "largest_force_ev_per_a": 2.716}

{"formula": "C7H7N3O4", "method": "the ωB97M-V functional and the def2-TZVPD basis", "symbols": ["C", "C", "C", "C", "C", "C", "C", "N", "N", "N", "O", "O", "O", "O", "H", "H", "H", "H", "H", "H", "H"], "coordinates": [[-2.857, -0.116, -0.882], [-2.140, 1.100, -0.513], [-2.323, -1.264, -0.563], [-0.899, 0.997, 0.077], [-1.109, -1.394, 0.002], [-0.291, -0.291, 0.295], [1.009, -0.436, 0.952], [1.218, -1.300, 1.942], [2.740, 1.091, -1.651], [1.980, 0.465, 0.677], [3.152, 2.053, -2.180], [1.843, 1.415, -0.467], [2.786, -0.048, -1.866], [2.993, 0.637, 1.363], [-3.775, 0.020, -1.436], [-2.498, 2.096, -0.673], [-3.055, -2.045, -0.762], [-0.497, 1.860, 0.447], [-0.767, -2.395, 0.187], [0.461, -1.404, 2.505], [2.029, -1.039, 2.547]], "homo_lumo_gap_ev": [8.22, 8.22], "de_lowest_kcal_mol": 37.0, "spin_multiplicity": 1, "smiles": "N/C(c1ccccc1)=[N+](\\[O-])O[N+](=O)[O-]", "energy_ha": -735.89183, "largest_force_ev_per_a": 6.571}

{"formula": "C9H10N2O3S", "method": "the ωB97M-V functional and the def2-TZVPD basis", "symbols": ["C", "C", "C", "C", "C", "C", "C", "C", "C", "N", "N", "O", "O", "O", "S", "H", "H", "H", "H", "H", "H", "H", "H", "H", "H"], "coordinates": [[2.675, 1.746, -0.589], [1.390, 2.249, -0.702], [2.867, 0.418, -0.247], [0.300, 1.441, -0.438], [1.783, -0.395, 0.021], [0.489, 0.120, -0.039], [-1.941, 0.052, 0.664], [-1.195, -1.893, -1.199], [-0.666, -0.732, 0.320], [-1.833, 0.721, 1.822], [-0.374, -1.663, 1.407], [-0.624, -2.834, 1.270], [-2.910, 0.077, -0.059], [0.077, -1.165, 2.422], [-1.291, -0.893, -2.642], [3.524, 2.387, -0.771], [1.234, 3.279, -0.985], [3.867, 0.014, -0.180], [-0.698, 1.840, -0.530], [1.944, -1.429, 0.288], [-2.141, -2.289, -0.868], [-0.391, -2.610, -1.270], [-1.050, 0.571, 2.440], [-2.624, 1.252, 2.152], [-2.413, -0.268, -2.288]], "homo_lumo_gap_ev": 8.70, "de_lowest_kcal_mol": 60.8, "spin_multiplicity": 1, "energy_ha": -1082.26318, "largest_force_ev_per_a": 4.455}